DFT (ωB97M-V with the def2-TZVPD basis set) results for 2 unconnected molecules or ions with the total composition C28H42N4P.

Last columns: bonded neighbours and bond lengths (Å).
Positions of all 75 atoms, in Å:
1 C -6.54924 -2.32059 8.24497  N2 1.452, H21 1.090, H22 1.094, H23 1.107
2 N -5.33222 -2.98356 8.67841  C1 1.452, C3 1.442, C4 1.382
3 C -5.55469 -4.23943 9.35087  N2 1.442, H24 1.096, H25 1.097, H26 1.092
4 C -4.09002 -2.37757 8.65424  N2 1.382, C5 1.403, C20 1.424
5 C -3.14695 -2.66129 9.65337  C4 1.403, C6 1.387, H27 1.086
6 C -1.90016 -2.05616 9.60209  C5 1.387, C7 1.400, H28 1.085
7 C -1.49418 -1.39343 8.43775  C6 1.400, C8 1.525, C19 1.412
8 C -0.02505 -1.03608 8.24029  C7 1.525, C9 1.468, H29 1.119, H53 1.082
9 C 1.01611 -1.98594 8.65186  C8 1.468, C10 1.433, C18 1.390
10 C 2.36857 -1.93286 8.18212  C9 1.433, C11 1.390, C15 1.413
11 C 3.02812 -1.22082 7.18742  C10 1.390, C12 1.404, H30 1.100
12 C 4.40414 -1.44942 7.02566  C11 1.404, C13 1.411, H31 1.094
13 C 5.10608 -2.39755 7.79987  C12 1.411, C14 1.403, H32 1.087
14 C 4.42368 -3.18787 8.73755  C13 1.403, C15 1.385, H33 1.097
15 C 3.05791 -2.98113 8.83166  C10 1.413, C14 1.385, N16 1.396
16 N 2.12731 -3.69792 9.58524  C15 1.396, C17 1.441, C18 1.364
17 C 2.39886 -4.85315 10.40349  N16 1.441, H34 1.090, H35 1.104, H36 1.095
18 C 0.89984 -3.11764 9.45136  C9 1.390, N16 1.364, H37 1.081
19 C -2.46045 -1.00480 7.48374  C7 1.412, C20 1.387, H38 1.100
20 C -3.76532 -1.45302 7.62091  C4 1.424, C19 1.387, H39 1.079
21 H -6.31972 -1.40668 7.69802  C1 1.090
22 H -7.12245 -2.98606 7.59290  C1 1.094
23 H -7.21389 -2.08138 9.09734  C1 1.107
24 H -4.66370 -4.87480 9.29032  C3 1.096
25 H -5.83745 -4.11045 10.40335  C3 1.097
26 H -6.38454 -4.74271 8.84975  C3 1.092
27 H -3.42055 -3.32349 10.47005  C5 1.086
28 H -1.18763 -2.21523 10.40450  C6 1.085
29 H 0.15785 -0.64333 7.20831  C8 1.119
30 H 2.48853 -0.47054 6.59154  C11 1.100
31 H 4.96931 -0.82185 6.33000  C12 1.094
32 H 6.17129 -2.54622 7.64036  C13 1.087
33 H 4.90630 -4.00268 9.29134  C14 1.097
34 H 3.47643 -4.95528 10.52960  C17 1.090
35 H 1.92500 -4.78995 11.39912  C17 1.104
36 H 2.03567 -5.75272 9.89594  C17 1.095
37 H 0.03503 -3.58047 9.90475  C18 1.081
38 H -2.16129 -0.39529 6.61825  C19 1.100
39 H -4.51122 -1.15989 6.89825  C20 1.079
40 C 4.12475 3.60660 8.96808  C41 1.515, H54 1.087, H55 1.086, H56 1.085
41 C 3.00499 2.73854 9.50584  C40 1.515, C42 1.530, C43 1.532, N44 1.472
42 C 3.33923 1.26514 9.26530  C41 1.530, H57 1.104, H58 1.098, H59 1.102
43 C 2.81547 2.90813 11.01698  C41 1.532, H60 1.102, H61 1.099, H62 1.096
44 N 1.73954 3.11829 8.85578  C41 1.472, C45 1.474, P52 1.644
45 C 1.68107 3.87934 7.59445  N44 1.474, C46 1.506, H63 1.092, H64 1.096
46 C 0.23152 4.15839 7.29602  C45 1.506, N47 1.473, H65 1.094, H66 1.095
47 N -0.57604 3.44497 8.30104  C46 1.473, C48 1.473, P52 1.644
48 C -2.03893 3.58031 8.40915  N47 1.473, C49 1.512, C50 1.533, C51 1.534
49 C -2.49844 4.75840 7.58036  C48 1.512, H67 1.086, H68 1.087, H69 1.088
50 C -2.39250 3.75685 9.89030  C48 1.533, H70 1.104, H71 1.095, H72 1.098
51 C -2.73862 2.29735 7.94232  C48 1.534, H73 1.103, H74 1.101, H75 1.099
52 P 0.28382 2.60998 9.42617  N44 1.644, N47 1.644
53 H 0.10902 -0.25103 8.97343  C8 1.082
54 H 3.90871 4.65868 9.13249  C40 1.087
55 H 5.03360 3.34877 9.50409  C40 1.086
56 H 4.29502 3.40539 7.91540  C40 1.085
57 H 2.60781 0.56005 9.69670  C42 1.104
58 H 3.45128 1.06077 8.19250  C42 1.098
59 H 4.30664 1.04138 9.74329  C42 1.102
60 H 2.06778 2.21323 11.43285  C43 1.102
61 H 3.77990 2.74066 11.51725  C43 1.099
62 H 2.47381 3.92367 11.24799  C43 1.096
63 H 2.23941 4.80570 7.74504  C45 1.092
64 H 2.14348 3.31550 6.77591  C45 1.096
65 H 0.01253 5.22691 7.37893  C46 1.094
66 H -0.03188 3.82525 6.28705  C46 1.095
67 H -2.29968 4.58848 6.52646  C49 1.086
68 H -3.57430 4.85653 7.70195  C49 1.087
69 H -2.02759 5.67763 7.92399  C49 1.088
70 H -2.15838 2.86640 10.49872  C50 1.104
71 H -1.83763 4.59765 10.32044  C50 1.095
72 H -3.46509 3.97464 9.97175  C50 1.098
73 H -2.56118 1.42715 8.59690  C51 1.103
74 H -3.82372 2.48211 7.95312  C51 1.101
75 H -2.47208 2.04885 6.90525  C51 1.099

- E_tot: -44960.9748 eV
- Charge: +1
- Largest force on an atom: 0.038 hartree/bohr
- LUMO energy: -3.93 eV

Löwdin atomic charge list, values in e, 4 entries:
1. C -0.061
2. N -0.215
3. C -0.077
4. C -0.229


DFT (ωB97M-V with the def2-TZVPD basis set) results for 2 unconnected molecules or ions with the total composition C4H8OS.

Last columns: bonded neighbours and bond lengths (Å).
Positions of all 14 atoms, in Å:
1 C 2.07738 -0.30579 0.70379  C2 1.314, H7 1.077, H8 1.079
2 C 1.43543 -0.31789 -0.44252  C1 1.314, S6 1.825, H9 1.076
3 C -2.33404 0.27159 0.04979  C4 1.318, H11 1.078, H12 1.078
4 C -1.24641 0.26835 0.79350  C3 1.318, H13 1.079, H14 1.076
5 O 1.34576 2.32155 -0.35625  S6 1.462
6 S 1.19595 1.25192 -1.34136  C2 1.825, O5 1.462, H10 1.413
7 H 2.30816 -1.19224 1.27014  C1 1.077
8 H 2.37133 0.64227 1.12797  C1 1.079
9 H 1.10549 -1.18861 -0.98248  C2 1.076
10 H -0.19488 1.01216 -1.40553  S6 1.413
11 H -2.79548 1.18508 -0.28850  C3 1.078
12 H -2.81374 -0.64505 -0.25318  C3 1.078
13 H -0.80375 -0.65178 1.14376  C4 1.079
14 H -0.76311 1.17487 1.11483  C4 1.076

- E_tot: -17157.3804 eV
- Relative energy (zero: lowest compared OMol25 entry of this formula, charge and spin): 70.8 kcal per mole
- Charge: 0
- Largest force on an atom: 0.036 hartree/bohr
- LUMO energy: 0.70 eV

natural (NBO) atomic charge list, values in e, 4 entries:
1. C -0.378
2. C -0.423
3. C -0.401
4. C -0.386


DFT (ωB97M-V with the def2-TZVPD basis set) results for 8 unconnected molecules or ions with the total composition C5H26NO8.

Last columns: bonded neighbours and bond lengths (Å).
Positions of all 40 atoms, in Å:
1 C -1.17525 -3.01846 -0.13307  N2 1.508, H8 0.998, H9 1.095, H10 1.158
2 N 0.29690 -3.25879 -0.35161  C1 1.508, C3 1.447, H11 1.107
3 C 1.23120 -2.24305 0.08453  N2 1.447, C4 1.632, C7 1.515, H12 1.114
4 C 0.94292 -1.94029 1.66161  C3 1.632, C5 1.495, H13 1.125, H14 1.125
5 C 1.90133 -1.00429 2.32618  C4 1.495, O6 1.455, H15 1.081, H16 1.083
6 O 1.23636 0.21263 2.76795  C5 1.455, H38 1.074
7 C 2.68279 -2.60630 -0.15466  C3 1.515, H17 1.047, H18 1.021, H19 1.084
8 H -1.79325 -3.71490 0.22661  C1 0.998
9 H -1.31845 -2.65524 -1.15600  C1 1.095
10 H -1.40107 -2.19750 0.65245  C1 1.158
11 H 0.66898 -4.20533 0.08508  N2 1.107
12 H 0.94644 -1.32117 -0.47312  C3 1.114
13 H -0.08148 -1.49025 1.77758  C4 1.125
14 H 0.87286 -2.95133 2.14961  C4 1.125
15 H 2.30407 -1.34790 3.26914  C5 1.081
16 H 2.75008 -0.88556 1.66404  C5 1.083
17 H 3.50906 -1.96552 -0.11013  C7 1.047
18 H 2.88076 -2.83735 -1.12901  C7 1.021
19 H 2.87478 -3.50628 0.41737  C7 1.084
20 H -3.17076 0.14717 0.02579  O22 0.931
21 H -1.54067 0.49926 0.31881  O22 1.163
22 O -2.33372 -0.05249 -0.32925  H20 0.931, H21 1.163
23 H 0.15498 3.64653 -1.34872  O25 0.984
24 H 1.60523 3.33325 -1.73980  O25 0.938
25 O 1.08116 3.97733 -1.30457  H23 0.984, H24 0.938
26 H 0.84679 3.60889 0.65834  O28 1.006
27 H 0.41762 2.67485 1.73991  O28 1.001
28 O 0.67519 3.63780 1.64883  H26 1.006, H27 1.001
29 H -0.96215 2.35600 -0.25476  O31 1.076
30 H -1.65024 3.65686 -0.47499  O31 0.909
31 O -1.40560 2.97074 -1.01900  H29 1.076, H30 0.909
32 H -0.10378 -0.82447 -1.99680  O34 0.987
33 H -0.68147 0.51879 -1.44816  O34 1.032
34 O -0.09085 0.14044 -2.20549  H32 0.987, H33 1.032
35 H -2.98675 -0.53423 -2.10683  O37 0.923
36 H -2.39749 0.33775 -3.18594  O37 1.034
37 O -2.95937 -0.51577 -3.02968  H35 0.923, H36 1.034
38 H 0.70953 0.63266 1.93215  O6 1.074
39 H -1.34566 1.95451 1.53097  O40 1.028
40 O -0.78869 1.47386 0.81246  H39 1.028

- E_tot: -23476.3930 eV
- Relative energy (zero: lowest compared OMol25 entry of this formula, charge and spin): 80.0 kcal per mole
- Charge: -1
- Largest force on an atom: 0.124 hartree/bohr
- LUMO energy: 3.10 eV

natural (NBO) atomic charge list, values in e, 4 entries:
1. C -0.431
2. N -0.649
3. C -0.040
4. C -0.453